ORCA calculation (ωB97M-V/def2-TZVPD) on C32H26Br2FeN5OPS6 as an isolated structure.

Summary:
- ⟨S²⟩: 8.766
- Gap between HOMO and LUMO (alpha / beta): 6.47 / 6.20 eV
- E: -10726.4319 hartree
- Spin multiplicity: 6
- Total charge: -1
- HOMO (alpha / beta): -4.3300 / -4.3993 eV

Element x y z (Å)
Fe: -1.05 -0.36 -0.63
S: -0.03 -3.96 2.10
C: -0.73 -2.81 3.20
C: -0.84 -2.86 4.58
C: -1.49 -1.82 5.22
C: -2.02 -0.75 4.50
C: -1.91 -0.69 3.12
C: -1.24 -1.73 2.47
N: -1.04 -1.81 1.11
C: -0.45 -2.92 0.77
C: -0.26 -3.26 -0.65
C: 0.27 -4.49 -1.04
C: 0.38 -4.78 -2.39
C: -0.07 -3.85 -3.31
C: -0.60 -2.63 -2.90
C: -0.68 -2.28 -1.55
H: -0.44 -3.69 5.14
H: -1.59 -1.84 6.30
H: -2.54 0.05 5.02
H: -2.31 0.13 2.53
H: 0.61 -5.21 -0.30
H: 0.80 -5.72 -2.71
H: -0.02 -4.08 -4.37
H: -0.94 -1.93 -3.65
S: -8.02 2.38 -0.79
C: -6.50 1.73 -0.68
S: -6.09 0.14 -1.19
C: -4.38 0.18 -0.83
C: -3.93 1.35 -0.32
S: -2.27 1.64 0.10
S: -5.13 2.60 -0.12
S: -3.35 -1.18 -1.18
C: -2.44 1.53 -3.34
C: -1.00 1.21 -3.58
C: -0.42 1.54 -4.83
C: 0.88 1.25 -5.09
C: 1.66 0.61 -4.10
C: 3.02 0.23 -4.26
Br: 3.94 0.62 -5.88
C: 3.69 -0.40 -3.26
C: 3.04 -0.69 -2.05
Br: 4.01 -1.57 -0.69
C: 1.72 -0.34 -1.79
O: 1.12 -0.56 -0.68
C: 1.02 0.31 -2.88
N: -0.29 0.62 -2.64
H: -2.90 1.93 -4.25
H: -2.53 2.27 -2.54
H: -2.98 0.64 -3.02
H: -1.04 2.04 -5.57
H: 1.33 1.50 -6.04
H: 4.72 -0.69 -3.39
C: 2.00 3.58 2.53
N: 2.64 2.84 1.45
C: 3.50 1.81 2.03
N: 2.82 0.92 2.98
C: 2.18 1.73 4.00
N: 1.26 2.75 3.48
C: 0.10 2.12 2.83
P: 0.54 1.01 1.40
C: 1.64 2.25 0.56
C: 1.85 0.06 2.29
H: 1.32 4.32 2.10
H: 2.79 4.10 3.09
H: 4.31 2.30 2.56
H: 3.92 1.20 1.22
H: 2.96 2.25 4.56
H: 1.63 1.08 4.68
H: -0.59 2.89 2.47
H: -0.44 1.53 3.58
H: 1.00 3.04 0.16
H: 2.14 1.77 -0.28
H: 2.36 -0.59 1.58
H: 1.36 -0.58 3.04

***

ORCA calculation (ωB97M-V/def2-TZVPD) on an isolated ion of composition CH7N2Si and charge +1 in a non-equilibrium geometry.

Summary:
- Gap between HOMO and LUMO: 12.03 eV
- E: -441.0487 hartree
- Spin multiplicity: 1
- Total charge: +1
- HOMO: -16.0623 eV

Element x y z (Å)
N: 0.98 0.92 1.05
C: -0.26 1.01 0.65
N: -0.91 0.19 -0.10
Si: -0.22 -1.30 -0.86
H: 1.45 1.77 1.35
H: 1.63 0.22 0.72
H: -0.67 1.98 0.78
H: -1.78 0.50 -0.39
H: 0.76 -0.99 -1.73
H: 0.35 -2.42 0.10
H: -1.34 -1.88 -1.57

***

ORCA calculation (ωB97M-V/def2-TZVPD) on a 21-piece molecular cluster, C33H50Cl40F2O2 overall in a non-equilibrium geometry.

Summary:
- Gap between HOMO and LUMO: 8.83 eV
- E: -20045.2598 hartree
- Spin multiplicity: 1
- HOMO: -9.9155 eV

Element x y z (Å)
C: 2.23 -0.47 -1.31
C: 2.36 -0.28 -2.82
F: 1.72 -1.33 -3.47
C: 1.81 1.05 -3.32
C: 0.35 1.19 -3.04
C: -0.19 2.05 -2.19
F: 0.54 2.90 -1.46
C: -1.67 2.12 -1.98
O: -2.22 3.16 -1.73
C: -2.36 0.83 -2.17
C: -3.53 0.51 -1.49
C: -4.14 -0.73 -1.74
C: -3.58 -1.66 -2.61
C: -2.41 -1.34 -3.30
C: -1.82 -0.10 -3.07
C: -0.59 0.31 -3.81
O: -0.37 0.01 -4.94
H: 1.57 0.26 -0.84
H: 1.81 -1.46 -1.13
H: 3.21 -0.34 -0.86
H: 3.42 -0.33 -3.10
H: 2.41 1.89 -2.98
H: 1.90 1.03 -4.41
H: -3.99 1.21 -0.81
H: -5.06 -0.95 -1.22
H: -4.05 -2.61 -2.79
H: -1.94 -2.01 -4.00
C: 1.64 -4.82 -2.00
Cl: 2.74 -5.12 -0.65
Cl: 0.28 -3.79 -1.54
H: 2.22 -4.35 -2.80
H: 1.24 -5.76 -2.34
C: 2.05 -5.16 2.91
Cl: 1.86 -3.78 3.99
Cl: 3.27 -6.31 3.49
H: 1.09 -5.68 2.84
H: 2.35 -4.80 1.94
C: -6.97 1.54 1.56
Cl: -6.94 0.00 0.68
Cl: -5.60 2.57 1.12
H: -7.88 2.06 1.31
H: -6.92 1.33 2.62
C: -5.03 5.36 3.66
Cl: -4.32 4.87 5.20
Cl: -6.71 4.82 3.49
H: -5.01 6.45 3.59
H: -4.45 4.92 2.86
C: 0.16 -0.14 5.09
Cl: -0.06 1.28 6.12
Cl: 1.37 -1.26 5.72
H: -0.79 -0.65 5.01
H: 0.49 0.20 4.11
C: 5.22 1.15 1.63
Cl: 5.95 0.65 3.16
Cl: 3.57 0.55 1.45
H: 5.20 2.24 1.60
H: 5.82 0.76 0.82
C: -3.70 0.86 4.19
Cl: -3.10 -0.77 4.51
Cl: -5.34 1.09 4.82
H: -3.04 1.57 4.67
H: -3.72 1.02 3.12
C: -0.85 2.46 1.65
Cl: -2.21 3.12 2.57
Cl: -0.58 0.76 2.06
H: -1.07 2.53 0.60
H: 0.04 3.02 1.89
C: -10.98 1.65 1.76
Cl: -9.79 2.40 2.83
Cl: -10.56 1.87 0.06
H: -11.01 0.58 1.98
H: -11.95 2.10 1.95
C: 5.92 -0.91 7.08
Cl: 4.70 -1.50 5.94
Cl: 6.86 0.42 6.40
H: 5.43 -0.57 7.98
H: 6.60 -1.73 7.31
C: 2.09 -4.97 -6.22
Cl: 1.91 -3.69 -5.02
Cl: 3.33 -6.14 -5.76
H: 1.14 -5.50 -6.31
H: 2.36 -4.53 -7.17
C: 7.22 -2.69 0.78
Cl: 5.59 -2.75 1.46
Cl: 7.73 -1.03 0.43
H: 7.91 -3.12 1.49
H: 7.23 -3.26 -0.15
C: -3.99 5.47 -3.75
Cl: -5.67 5.46 -3.18
Cl: -3.44 7.12 -4.10
H: -3.36 5.05 -2.97
H: -3.93 4.88 -4.65
C: -7.10 3.49 -5.81
Cl: -6.37 4.07 -7.32
Cl: -6.38 1.97 -5.27
H: -6.93 4.24 -5.05
H: -8.16 3.34 -5.98
C: -0.03 -8.64 -0.75
Cl: 1.21 -7.74 0.13
Cl: 0.01 -8.31 -2.49
H: 0.14 -9.70 -0.61
H: -1.00 -8.35 -0.37
C: -2.98 5.74 8.58
Cl: -1.81 4.73 7.71
Cl: -2.20 6.79 9.76
H: -3.50 6.36 7.85
H: -3.68 5.09 9.09
C: 1.50 5.18 -3.60
Cl: 1.68 4.35 -5.15
Cl: 3.04 5.32 -2.74
H: 1.11 6.17 -3.78
H: 0.81 4.62 -2.98
C: 10.51 1.90 -0.50
Cl: 8.88 1.82 0.18
Cl: 11.00 3.56 -0.84
H: 11.20 1.47 0.21
H: 10.52 1.34 -1.43
C: 6.95 -4.64 6.39
Cl: 8.45 -3.89 6.96
Cl: 6.56 -4.19 4.74
H: 7.06 -5.72 6.45
H: 6.14 -4.32 7.04
C: 0.78 -4.06 -9.88
Cl: 0.55 -2.82 -8.64
Cl: 2.02 -5.23 -9.43
H: -0.16 -4.59 -10.02
H: 1.08 -3.57 -10.80

***

ORCA calculation (ωB97M-V/def2-TZVPD) on C53H107F14O27P2SV2 as an isolated structure in a non-equilibrium geometry.

Summary:
- ⟨S²⟩: 12.007
- Gap between HOMO and LUMO (alpha / beta): 7.27 / 8.99 eV
- E: -8482.4898 hartree
- Spin multiplicity: 7
- Total charge: -1
- HOMO (alpha / beta): -5.4322 / -7.1565 eV

Element x y z (Å)
V: -16.67 -18.38 0.13
V: -20.27 -18.88 -2.63
P: -20.99 -15.56 -4.52
F: -19.41 -15.72 -4.62
F: -20.94 -14.51 -5.65
F: -21.18 -16.74 -5.70
F: -22.57 -15.49 -4.33
F: -20.97 -16.82 -3.42
F: -20.80 -14.42 -3.41
P: -13.62 -16.07 0.90
F: -12.55 -14.98 1.35
F: -12.53 -16.98 0.11
F: -13.39 -16.90 2.26
F: -14.74 -17.16 0.40
F: -14.83 -15.27 1.69
F: -13.98 -15.17 -0.44
O: -16.51 -18.19 -4.03
C: -17.02 -18.48 -2.85
O: -18.22 -18.30 -2.81
O: -16.22 -18.89 -1.93
H: -17.02 -17.74 -4.64
S: -19.67 -19.97 -0.21
O: -19.83 -20.65 -1.53
O: -18.25 -19.75 0.12
O: -20.24 -18.58 -0.50
O: -20.43 -20.58 0.86
F: -17.22 -26.43 -1.05
C: -17.02 -25.11 -0.73
C: -15.99 -24.43 -1.36
C: -15.95 -23.04 -1.24
C: -16.83 -22.38 -0.39
C: -17.75 -23.10 0.30
C: -17.96 -24.50 0.12
H: -15.33 -24.94 -2.10
H: -15.19 -22.52 -1.79
H: -16.87 -21.31 -0.27
H: -18.42 -22.65 0.96
H: -18.82 -25.03 0.49
F: -25.23 -13.29 -0.17
C: -24.68 -14.48 0.04
C: -23.71 -15.01 -0.79
C: -23.03 -16.15 -0.41
C: -23.33 -16.83 0.75
C: -24.29 -16.25 1.61
C: -24.95 -15.08 1.31
H: -23.43 -14.66 -1.76
H: -22.24 -16.44 -1.10
H: -22.85 -17.75 1.01
H: -24.52 -16.72 2.53
H: -25.48 -14.47 2.07
C: -14.06 -19.92 1.13
O: -15.51 -19.87 1.19
C: -15.99 -19.88 2.54
C: -16.16 -18.47 3.06
O: -17.12 -17.98 2.09
C: -17.76 -16.68 2.44
C: -18.57 -16.36 1.22
O: -17.73 -16.50 0.13
C: -18.21 -15.69 -0.93
H: -13.63 -19.12 1.72
H: -13.75 -19.90 0.10
H: -13.76 -20.89 1.54
H: -15.28 -20.38 3.17
H: -16.94 -20.46 2.58
H: -15.32 -17.80 3.01
H: -16.45 -18.47 4.09
H: -17.01 -15.89 2.67
H: -18.48 -16.84 3.32
H: -18.88 -15.36 1.31
H: -19.47 -16.97 1.14
H: -18.29 -14.61 -0.68
H: -19.18 -16.15 -1.30
H: -17.50 -15.78 -1.78
C: -14.25 -17.39 5.61
O: -14.53 -18.72 5.59
C: -13.39 -19.53 5.73
C: -13.94 -20.89 6.12
O: -14.70 -21.50 5.13
C: -15.08 -22.82 5.43
C: -15.67 -23.41 4.18
O: -14.52 -23.55 3.26
C: -14.86 -24.14 2.05
H: -13.52 -17.03 4.93
H: -13.92 -17.05 6.64
H: -15.18 -16.89 5.43
H: -12.74 -19.08 6.51
H: -12.92 -19.56 4.73
H: -14.60 -20.84 7.03
H: -13.06 -21.49 6.34
H: -15.70 -22.84 6.26
H: -14.13 -23.36 5.65
H: -16.38 -22.75 3.81
H: -16.00 -24.46 4.40
H: -15.23 -25.11 2.36
H: -13.94 -24.26 1.49
H: -15.58 -23.56 1.46
C: -23.30 -23.67 -4.50
O: -23.86 -23.01 -5.62
C: -23.15 -23.33 -6.74
C: -23.58 -22.49 -7.90
O: -23.25 -21.15 -7.60
C: -23.48 -20.18 -8.63
C: -23.65 -18.81 -8.02
O: -24.95 -18.51 -7.62
C: -25.15 -18.73 -6.25
H: -22.28 -23.41 -4.30
H: -23.45 -24.80 -4.64
H: -23.92 -23.22 -3.70
H: -23.35 -24.38 -6.97
H: -22.10 -23.17 -6.58
H: -24.66 -22.60 -8.11
H: -23.08 -22.89 -8.79
H: -24.37 -20.39 -9.29
H: -22.67 -20.39 -9.38
H: -23.31 -18.14 -8.76
H: -22.95 -18.71 -7.14
H: -26.16 -18.30 -6.12
H: -24.43 -17.99 -5.69
H: -25.06 -19.79 -5.79
C: -18.68 -22.21 6.60
O: -19.19 -20.96 6.97
C: -18.34 -19.88 6.84
C: -19.13 -18.70 6.44
O: -19.20 -18.31 5.04
C: -19.71 -19.27 4.13
C: -21.18 -19.60 4.40
O: -21.94 -18.84 3.50
C: -23.13 -19.51 3.11
H: -17.71 -22.41 7.09
H: -18.62 -22.18 5.50
H: -19.36 -22.96 6.97
H: -17.53 -20.05 6.03
H: -17.77 -19.72 7.76
H: -18.68 -17.76 6.85
H: -20.16 -18.74 6.90
H: -19.04 -20.16 4.14
H: -19.63 -18.90 3.09
H: -21.53 -19.34 5.37
H: -21.32 -20.66 4.17
H: -22.89 -20.01 2.15
H: -23.85 -18.71 3.10
H: -23.46 -20.22 3.78
C: -24.51 -16.98 7.02
O: -23.31 -16.70 6.39
C: -23.33 -15.97 5.22
C: -21.99 -15.37 5.09
O: -21.74 -14.44 6.13
C: -20.40 -14.41 6.61
H: -24.33 -17.45 7.99
H: -25.17 -17.64 6.43
H: -25.14 -16.08 7.23
H: -24.16 -15.25 5.14
H: -23.48 -16.59 4.34
H: -21.88 -14.89 4.10
H: -21.20 -16.17 5.09
H: -20.35 -13.78 7.44
H: -19.76 -14.05 5.79
H: -20.12 -15.43 7.01
C: -24.20 -23.41 -0.82
O: -23.02 -22.67 -1.17
C: -21.69 -23.24 -0.77
C: -21.38 -24.63 -1.22
O: -22.29 -25.65 -0.69
C: -22.26 -26.84 -1.40
H: -24.32 -23.39 0.29
H: -24.22 -24.38 -1.20
H: -25.03 -22.77 -1.23
H: -21.64 -23.17 0.31
H: -20.97 -22.60 -1.29
H: -20.31 -24.90 -1.04
H: -21.49 -24.61 -2.32
H: -21.26 -27.39 -1.35
H: -22.46 -26.71 -2.46
H: -22.95 -27.51 -0.89
C: -19.56 -19.84 -5.55
O: -20.40 -20.08 -4.42
C: -21.74 -20.40 -4.74
C: -22.50 -20.55 -3.43
O: -22.32 -19.33 -2.66
C: -23.11 -19.33 -1.46
H: -20.04 -19.10 -6.21
H: -19.35 -20.78 -6.09
H: -18.58 -19.50 -5.22
H: -21.80 -21.25 -5.37
H: -22.18 -19.61 -5.35
H: -22.13 -21.43 -2.87
H: -23.60 -20.69 -3.63
H: -22.48 -19.68 -0.64
H: -24.06 -19.96 -1.58
H: -23.27 -18.30 -1.26
C: -21.36 -27.43 -6.39
O: -20.93 -26.29 -5.71
C: -19.84 -26.49 -4.77
C: -19.17 -25.07 -4.69
O: -20.04 -24.14 -4.16
C: -19.32 -22.99 -3.72
H: -20.61 -27.69 -7.11
H: -22.25 -27.16 -6.98
H: -21.53 -28.28 -5.71
H: -19.10 -27.20 -5.12
H: -20.23 -26.87 -3.88
H: -18.84 -24.85 -5.72
H: -18.27 -25.15 -4.07
H: -18.87 -22.40 -4.54
H: -18.50 -23.27 -3.07
H: -19.89 -22.38 -3.09

***

ORCA calculation (ωB97M-V/def2-TZVPD) on CH4N2S3 as an isolated structure in a non-equilibrium geometry.

Summary:
- Gap between HOMO and LUMO: 7.90 eV
- E: -1344.4291 hartree
- Spin multiplicity: 1
- HOMO: -8.1544 eV

Element x y z (Å)
C: -1.39 -0.67 -0.38
N: 1.21 0.18 0.10
N: -0.10 0.55 0.41
S: -2.81 -0.32 -0.90
S: -0.53 -2.23 -0.11
S: -0.62 2.04 -0.23
H: 1.29 -0.74 0.50
H: 1.47 0.04 -0.79
H: -1.26 -2.81 -1.01
H: -1.48 2.23 0.71

***

ORCA calculation (ωB97M-V/def2-TZVPD) on a 16-piece molecular cluster, H33O16 overall in a non-equilibrium geometry.

Summary:
- Gap between HOMO and LUMO: 10.17 eV
- E: -1223.1872 hartree
- Spin multiplicity: 1
- Total charge: +1
- HOMO: -12.8243 eV

Element x y z (Å)
O: 0.74 -0.88 -2.58
H: 1.31 -1.66 -2.55
H: 0.85 -0.82 -3.59
O: 1.10 -4.68 0.25
H: -0.38 3.23 -4.29
H: 1.26 -5.78 0.70
O: 0.20 2.61 -4.28
H: 0.70 2.57 -4.98
H: 0.63 0.60 -0.43
O: -3.20 0.70 0.56
H: -3.83 1.38 0.43
H: -2.71 -2.86 0.41
O: -0.16 -0.80 2.74
H: -1.15 -0.40 3.21
H: -0.24 -1.68 2.16
O: 3.61 -0.18 -0.91
H: 4.23 -0.11 -0.17
H: -0.10 1.42 5.25
O: 2.03 1.46 2.33
H: 1.95 0.68 2.98
H: 1.65 2.29 2.64
O: -1.57 1.23 -2.52
H: -2.35 1.05 0.27
H: -0.77 1.46 -2.95
O: 0.94 0.15 0.45
H: 0.16 -0.20 1.95
O: 0.47 1.64 4.49
H: -4.27 3.47 -0.14
H: 0.68 2.54 4.51
O: -2.48 0.15 4.07
H: -2.97 -0.42 3.29
H: -2.75 1.03 3.53
O: -0.49 -2.59 0.87
H: 2.68 -0.06 -0.54
H: -0.17 -2.57 0.01
O: -2.34 -3.03 -0.42
H: -2.89 -3.38 -0.95
H: 0.05 -3.59 0.84
O: -3.62 3.49 0.63
H: -3.18 4.32 0.71
H: 1.57 0.71 0.96
O: 1.89 3.12 -2.58
H: 1.98 2.71 -3.38
H: 1.25 3.85 -2.43
O: 2.97 -2.43 -2.78
H: 3.55 -2.13 -2.10
H: 2.06 -4.58 0.07
H: -1.79 0.35 -2.84
H: 2.89 -3.39 -2.89